C23H25N5O2Ti as an isolated structure. Source: OMol25; level of theory: ωB97M-V/def2-TZVPD.

Structure (XYZ):
```
56
Properties=species:S:1:pos:R:3:mulliken_charge:R:1
Ti 0.19352 -0.49978 -0.31760 -1.3380
C 1.94367 -3.99721 0.51444 -1.3775
C 2.17477 -2.70332 1.23747 0.5459
C 3.39553 -2.38884 1.79639 -0.7259
C 3.56421 -1.21716 2.54347 -0.9764
C 2.51687 -0.33858 2.73029 -0.5529
C 1.25752 -0.61194 2.19264 0.5080
C 0.11516 0.34508 2.44600 -1.3759
C 1.09492 -1.80225 1.44487 1.1022
N -0.12779 -1.98710 0.80167 0.6663
C -1.22879 -2.81528 0.91708 -0.2996
O -1.35693 -3.76897 1.62456 -0.5510
C -2.25752 -2.25131 -0.04127 0.5997
C -3.53008 -2.71178 -0.31087 -0.7338
C -4.30888 -1.97585 -1.20518 -0.4103
C -3.82320 -0.80456 -1.78368 -0.8663
C -2.54665 -0.40384 -1.43479 0.9892
N -1.81291 -1.13094 -0.60895 0.4857
C -1.81358 0.85256 -1.83541 -0.5112
O -2.09234 1.50010 -2.80397 -0.4972
N -0.73509 1.08502 -0.96172 0.8950
C -0.32611 2.42963 -0.70191 0.0291
C -1.28109 3.46174 -0.61826 1.0645
C -2.76835 3.23872 -0.65509 -1.7361
C -0.82744 4.76125 -0.41293 -0.8120
C 0.50982 5.04759 -0.22572 -0.9028
C 1.42106 4.00706 -0.17906 -0.8267
C 1.02109 2.69828 -0.40193 0.9416
C 2.09446 1.64379 -0.27598 -0.9771
H 2.88200 -4.45671 0.21175 0.4519
H 1.30077 -3.87304 -0.36070 0.2240
H 1.42211 -4.69836 1.16988 0.3557
H 4.23031 -3.06760 1.67618 0.5062
H 4.52851 -1.00254 2.98468 0.4637
H 2.65785 0.56279 3.31306 0.5574
H 0.49793 1.34182 2.65646 0.4566
H -0.46121 0.01014 3.31181 0.4067
H -0.63449 0.44795 1.64163 0.3180
H -3.89633 -3.61000 0.16735 0.5674
H -5.31034 -2.31186 -1.43936 0.4852
H -4.41526 -0.21010 -2.46581 0.5977
H -3.04908 2.26804 -0.23778 0.2456
H -3.16256 3.29463 -1.66974 0.3558
H -3.26182 4.00221 -0.05781 0.5350
H -1.55702 5.55999 -0.37243 0.4903
H 0.83493 6.06622 -0.06714 0.4169
H 2.46126 4.21265 0.04156 0.4741
H 2.88070 2.02904 0.37580 0.4622
H 2.57752 1.38278 -1.21711 0.3487
H 1.85264 0.71613 0.29036 0.0552
N 0.46573 -1.65368 -2.15325 -0.0894
N 1.65703 -0.92282 -1.83405 -0.2230
H 0.63076 -2.64631 -2.30055 0.2837
H 0.02261 -1.26196 -2.98257 0.3186
H 1.95511 -0.30026 -2.58127 0.3328
H 2.42453 -1.54127 -1.57553 0.2468
```

Output
Charge: +2
E, eV: -58904.3559
Lowest unoccupied orbital energy, eV: -7.5
HOMO energy, hartree: -0.5205

***

An isolated molecule of C23H25NO3. Source: OMol25; level of theory: ωB97M-V/def2-TZVPD.

Structure (XYZ):
```
52
Properties=species:S:1:pos:R:3:mulliken_charge:R:1
C 1.50863 -0.33393 -3.14063 -1.1784
C 0.27183 -0.68762 -2.35013 1.1383
O -0.61696 -1.33989 -2.91085 -0.8414
C 0.18917 -0.27658 -0.96705 -1.0814
C -0.83248 -0.74243 -0.16362 0.2514
N -1.81793 -1.50633 -0.66733 -0.3237
C -2.74187 -2.31469 0.00373 -0.0923
C -2.36413 -3.18713 1.02316 -0.2132
C -3.31143 -3.99020 1.63145 -0.7480
C -4.63404 -3.94764 1.22424 -0.4553
C -5.00654 -3.10595 0.18883 -0.5586
C -4.06836 -2.29577 -0.42108 -0.5175
C -0.89110 -0.37530 1.29252 -1.3559
C 0.52574 -0.19722 1.85766 1.2614
C 0.47417 0.11326 3.35174 -2.0940
O 1.26078 -1.39455 1.71236 -0.6968
C 1.14003 0.98308 1.06697 0.6646
C 2.46018 1.45483 1.66074 -0.0149
C 3.61798 0.49493 1.61806 -1.3652
O 2.54652 2.54666 2.16694 -0.5984
C 1.26248 0.65930 -0.43974 0.7957
C 1.24078 1.99058 -1.16329 -0.7201
C 0.03092 2.59586 -1.47912 0.0963
C 0.00313 3.83361 -2.09486 -1.0498
C 1.18610 4.48745 -2.39450 -0.4431
C 2.39589 3.89608 -2.07525 -0.9412
C 2.42204 2.65565 -1.46314 0.3240
H 1.60667 0.74430 -3.23858 0.2976
H 1.42243 -0.77750 -4.12952 0.4685
H 2.40256 -0.71876 -2.65362 0.2841
H -1.75962 -1.59584 -1.69471 0.6207
H -1.32755 -3.25929 1.31923 0.4548
H -3.00960 -4.66272 2.42070 0.3798
H -5.36850 -4.57748 1.70251 0.3848
H -6.03316 -3.08044 -0.14475 0.3767
H -4.35080 -1.63944 -1.23055 0.4390
H -1.42692 -1.13470 1.85937 0.7747
H -1.44538 0.56070 1.39817 0.4403
H -0.04791 1.04871 3.52788 0.3482
H -0.03832 -0.69089 3.87369 0.5035
H 1.48167 0.19295 3.74978 0.3764
H 1.21773 -1.66722 0.78657 0.4637
H 0.44840 1.82502 1.18136 0.4977
H 3.28206 -0.51016 1.86212 0.3469
H 4.38388 0.82186 2.31695 0.4691
H 4.05362 0.48075 0.62093 0.2556
H 2.23632 0.18804 -0.61320 0.6170
H -0.89455 2.08788 -1.24770 0.3922
H -0.94479 4.29014 -2.33911 0.4218
H 1.16501 5.45503 -2.87321 0.3970
H 3.32293 4.40137 -2.30225 0.4158
H 3.37229 2.20162 -1.21988 0.3313
```

Output
Charge: 0
SMILES: CC(=O)C1=C(Nc2ccccc2)C[C@@](C)(O)[C@@H](C(C)=O)[C@@H]1c1ccccc1
E, eV: -31890.0102
Lowest unoccupied orbital energy, eV: 0.5
HOMO energy, hartree: -0.3015

***

An isolated molecule of C23H25NO4. Source: OMol25; level of theory: ωB97M-V/def2-TZVPD.

Structure (XYZ):
```
53
Properties=species:S:1:pos:R:3:mulliken_charge:R:1
C 5.69975 1.89789 -2.82032 -1.2867
C 4.20565 2.07161 -2.58543 -0.2691
C 3.64636 0.98237 -1.67479 -0.6523
C 2.14535 1.12444 -1.48947 0.4879
O 1.44889 1.88000 -2.13166 -0.6708
N 1.64434 0.32163 -0.51812 0.1472
C 0.21744 0.22750 -0.26071 -0.3147
C -0.15420 0.67966 1.13834 -2.5928
C 0.72714 1.36399 1.96083 -0.0707
C 0.31334 1.77355 3.21312 -1.0547
C -0.96996 1.52111 3.68836 0.5411
O -1.19295 1.98820 4.94693 -0.4804
C -2.45461 1.87932 5.56641 -0.7273
C -1.87272 0.83258 2.85233 1.0458
O -3.13738 0.58131 3.31863 -0.5209
C -4.03576 -0.11990 2.49543 -0.9305
C -1.44621 0.43480 1.59380 0.0231
C -0.26777 -1.17990 -0.55949 0.9036
C 0.00319 -2.18982 0.34583 0.7707
O 0.70641 -2.00308 1.49571 -0.7194
C -0.43447 -3.50897 0.11182 -0.8945
C -1.13598 -3.81189 -1.01391 -0.9719
C -1.40876 -2.82200 -1.98061 0.9085
C -2.11308 -3.14015 -3.15940 -0.7919
C -2.34637 -2.19393 -4.11628 -0.5997
C -1.86603 -0.89077 -3.93037 -0.8539
C -1.18976 -0.54730 -2.79217 -0.8515
C -0.95102 -1.49150 -1.76763 0.9484
H 5.90543 0.93924 -3.29252 0.3216
H 6.24432 1.93967 -1.87886 0.3196
H 6.07591 2.68580 -3.46787 0.3758
H 3.67111 2.04199 -3.53582 0.2946
H 4.01087 3.04560 -2.13322 0.3100
H 4.13494 1.01707 -0.69769 0.3430
H 3.83956 -0.00210 -2.11119 0.3140
H 2.24511 -0.35613 -0.07475 0.4137
H -0.23731 0.94075 -0.95554 0.6532
H 1.72681 1.59025 1.62397 0.5648
H 0.98329 2.30899 3.86644 0.4253
H -3.23130 2.39227 4.99569 0.2657
H -2.74445 0.83739 5.71603 0.2543
H -2.33503 2.36546 6.53468 0.2992
H -3.66411 -1.12023 2.25081 0.3536
H -4.24891 0.42624 1.57103 0.3391
H -4.95106 -0.20878 3.07901 0.2515
H -2.12295 -0.08602 0.93529 0.5649
H 0.78458 -1.05653 1.69191 0.4045
H -0.19738 -4.25176 0.85700 0.4772
H -1.48509 -4.81935 -1.18678 0.3931
H -2.45835 -4.15575 -3.29205 0.3858
H -2.88499 -2.44369 -5.01833 0.3925
H -2.02887 -0.15051 -4.69974 0.4240
H -0.81295 0.45938 -2.70470 0.3362
```

Output
Charge: 0
SMILES: CCCC(=O)N[C@H](c1ccc(OC)c(OC)c1)c1c(O)ccc2ccccc12
E, eV: -33937.0927
Lowest unoccupied orbital energy, eV: 0.6
HOMO energy, hartree: -0.2932

***

C23H26BrGeNO3ReS2Se as an isolated structure. Source: OMol25; level of theory: ωB97M-V/def2-TZVPD.

Structure (XYZ):
```
59
Properties=species:S:1:pos:R:3:mulliken_spin:R:1
Re -1.04236 -0.13772 -0.07193 0.8693
Br -3.52974 -0.20276 0.79221 -0.0013
C -3.15125 0.19746 2.60799 -0.0158
C -4.15975 0.21214 3.51953 0.0071
C -3.85676 0.57674 4.84851 -0.0047
C -2.58337 0.93186 5.18700 0.0050
C -1.54048 0.92158 4.22827 -0.0046
C -0.22369 1.32436 4.56455 0.0171
C 0.75578 1.32106 3.61868 -0.0088
C 0.47758 0.87081 2.30713 0.0143
C -0.77227 0.45255 1.92036 0.0056
C -1.81184 0.51790 2.89873 -0.0464
H -5.17106 -0.04294 3.23414 0.0004
H -4.64567 0.58504 5.58821 -0.0004
H -2.35097 1.23171 6.20138 0.0001
H -0.01661 1.63763 5.58040 0.0012
H 1.76033 1.63678 3.87009 0.0002
H 1.29990 0.83878 1.60251 0.0182
C 3.95331 -3.59223 -0.81364 0.0001
Ge 4.23824 -1.67576 -0.70658 -0.0014
C 4.49071 -0.90161 -2.48291 -0.0002
C 5.77492 -1.23794 0.41587 -0.0005
C 2.67515 -0.83361 0.18908 -0.0025
Se 1.29356 -0.27270 -1.06203 0.0272
C 1.96359 1.53204 -1.30908 0.0084
H 4.73621 -4.05762 -1.41357 0.0000
H 2.98236 -3.80330 -1.25714 0.0000
H 3.97205 -4.03102 0.18374 0.0000
H 5.24706 -1.47573 -3.01900 0.0000
H 4.83549 0.13162 -2.42406 0.0000
H 3.56845 -0.93601 -3.06361 -0.0006
H 6.67542 -1.71805 0.03153 0.0000
H 5.61554 -1.58318 1.43782 0.0000
H 5.94395 -0.16056 0.43637 0.0001
H 2.98180 0.03948 0.76600 0.0014
H 2.19467 -1.55418 0.84564 0.0013
H 2.99796 1.44684 -1.63276 -0.0011
H 1.89673 2.10145 -0.38421 0.0042
H 1.37761 2.00997 -2.08901 -0.0002
O 0.74554 -3.09634 -0.38710 0.0079
S -0.61397 -3.08482 0.11564 0.0121
O -0.77803 -2.09095 1.21863 -0.0085
O -1.21913 -4.35871 0.33727 0.0047
S -1.72966 -1.97542 -1.31286 0.0835
C -1.39814 1.81297 -0.83934 -0.0317
C -2.28859 1.63048 -2.02613 -0.0126
C -1.78091 1.06668 -3.20216 0.0192
C -2.59151 0.83565 -4.29774 -0.0023
C -3.94123 1.17265 -4.23972 0.0042
C -4.46420 1.74132 -3.08070 0.0004
C -3.64465 1.96385 -1.98992 0.0082
C -4.79343 0.94445 -5.37681 -0.0007
N -5.47614 0.76494 -6.28358 0.0013
H -1.89524 2.39758 -0.06033 0.0152
H -0.49805 2.35918 -1.12821 0.0052
H -0.72989 0.80290 -3.25744 -0.0002
H -2.18701 0.39372 -5.19820 -0.0004
H -5.51139 2.01036 -3.04467 -0.0001
H -4.05693 2.40862 -1.09290 0.0019
```

Output
Charge: 0
E, eV: -247609.6471
Spin multiplicity: 2
Expectation value of S²: 0.76
Lowest unoccupied orbital energy (alpha / beta), eV: -1.6 / -1.5
HOMO energy (alpha / beta), hartree: -0.3091 / -0.3099